# 1
Formula: C40H70N10
Source: OMol25
Level of theory: the ωB97M-V functional and the def2-TZVPD basis

The geometry in XYZ format:
```
120
Properties=species:S:1:pos:R:3:mulliken_charge:R:1
C -5.244 -0.084 19.361 -1.2065
C -6.099 0.627 20.426 -0.4368
C -7.580 0.727 20.109 -0.2761
C -8.286 1.368 21.235 0.1083
N -8.808 1.915 22.124 -0.4087
H -4.241 -0.161 19.781 0.3250
H -5.087 0.537 18.479 0.3436
H -5.632 -1.078 19.138 0.3267
H -5.761 1.663 20.431 0.2731
H -5.935 0.192 21.412 0.3997
H -7.933 -0.300 20.018 0.2718
H -7.783 1.334 19.227 0.2826
C -6.188 -3.435 11.537 -1.2555
C -6.634 -2.172 12.311 -0.2778
C -7.692 -2.476 13.407 -0.3648
C -7.960 -1.396 14.309 0.1439
N -8.213 -0.536 15.031 -0.4118
H -7.077 -3.870 11.080 0.3065
H -5.719 -4.162 12.200 0.3249
H -5.519 -3.361 10.680 0.3600
H -7.059 -1.412 11.655 0.3233
H -5.743 -1.727 12.752 0.2882
H -7.305 -3.306 13.999 0.2641
H -8.607 -2.832 12.933 0.3068
C -5.461 -4.338 24.889 -1.1181
C -6.175 -4.098 23.531 -0.3687
C -7.686 -4.149 23.607 -0.2906
C -8.263 -5.472 24.011 0.2756
N -8.711 -6.524 24.336 -0.4420
H -5.852 -5.121 25.539 0.3626
H -5.618 -3.449 25.500 0.2975
H -4.391 -4.499 24.762 0.3058
H -5.795 -4.809 22.797 0.3187
H -5.879 -3.154 23.075 0.2340
H -8.091 -3.889 22.629 0.2482
H -8.096 -3.351 24.226 0.1710
C -14.175 2.962 26.054 -1.1201
C -13.923 2.651 24.559 -0.4599
C -13.485 3.876 23.721 -0.3993
C -14.416 4.994 23.677 0.2823
N -15.149 5.894 23.635 -0.4268
H -14.694 2.147 26.559 0.3228
H -14.716 3.905 26.139 0.3795
H -13.228 3.081 26.581 0.2840
H -14.862 2.283 24.144 0.3034
H -13.264 1.790 24.449 0.3126
H -13.150 3.621 22.715 0.3218
H -12.588 4.247 24.217 0.2000
C 0.417 -1.758 18.327 -1.1274
C 0.660 -0.368 17.640 -0.4587
C 0.598 -0.514 16.124 -0.3117
C 1.551 -1.478 15.637 0.2564
N 2.372 -2.248 15.239 -0.4444
H 0.350 -1.670 19.412 0.2788
H 1.178 -2.499 18.084 0.3968
H -0.518 -2.145 17.922 0.2914
H 1.666 -0.041 17.903 0.2776
H -0.068 0.341 18.034 0.3129
H 0.741 0.487 15.716 0.2784
H -0.342 -0.917 15.746 0.2474
C -5.030 2.593 13.124 -1.1237
C -3.773 2.584 12.200 -0.4404
C -3.582 3.906 11.473 -0.3986
C -4.642 4.003 10.465 0.2527
N -5.487 4.098 9.660 -0.4212
H -5.965 2.658 12.566 0.3440
H -5.033 3.500 13.728 0.3342
H -5.052 1.718 13.773 0.3021
H -3.719 1.732 11.521 0.3119
H -2.930 2.427 12.873 0.2803
H -2.592 3.936 11.019 0.2821
H -3.645 4.743 12.168 0.2730
C -0.290 -0.611 25.149 -1.1582
C -1.215 -0.099 24.081 -0.4175
C -0.842 1.298 23.605 -0.2894
C 0.573 1.383 23.114 0.2218
N 1.678 1.398 22.796 -0.4193
H -0.494 -1.649 25.412 0.3266
H -0.405 0.112 25.957 0.2981
H 0.757 -0.627 24.847 0.3475
H -2.260 -0.132 24.387 0.3318
H -1.228 -0.764 23.217 0.2766
H -0.948 2.006 24.427 0.2368
H -1.501 1.553 22.775 0.2469
C -14.093 1.517 18.328 -1.2031
C -13.248 0.663 17.364 -0.3588
C -13.277 0.983 15.867 -0.3155
C -13.137 2.469 15.551 0.1754
N -13.020 3.577 15.273 -0.4027
H -15.162 1.532 18.113 0.3216
H -13.734 2.545 18.371 0.3467
H -14.034 1.139 19.349 0.3531
H -13.537 -0.378 17.507 0.3074
H -12.271 0.727 17.842 0.2136
H -14.234 0.667 15.451 0.2474
H -12.572 0.391 15.282 0.3137
C -9.985 -1.650 28.831 -1.1470
C -10.662 -0.979 27.600 -0.4715
C -9.979 0.276 27.120 -0.0304
C -8.569 0.090 26.762 0.1599
N -7.434 0.009 26.525 -0.4668
H -9.824 -1.004 29.694 0.3225
H -9.035 -2.145 28.633 0.3145
H -10.642 -2.411 29.252 0.3494
H -11.729 -0.809 27.747 0.3492
H -10.695 -1.718 26.799 0.2604
H -9.960 1.014 27.922 0.2407
H -10.509 0.658 26.247 0.1183
C -4.507 4.961 26.481 -1.1048
C -5.115 4.716 25.065 -0.5242
C -6.510 5.414 24.813 -0.3192
C -7.512 5.063 25.870 0.2064
N -8.287 4.789 26.668 -0.4373
H -5.182 4.541 27.226 0.3524
H -4.310 6.026 26.608 0.3068
H -3.609 4.346 26.552 0.2960
H -5.194 3.643 24.889 0.3300
H -4.364 5.088 24.369 0.3177
H -6.874 5.146 23.821 0.2979
H -6.357 6.493 24.833 0.2798
```

Calculated values
E = -2113.541115 hartree
Energy relative to the best compared isomer or geometry (same formula, charge and spin) = 314.2 kJ/mol
Gap between HOMO and LUMO = 11.031 eV

# 2
Formula: C16H16N2O2S2SeTl
Source: OMol25
Level of theory: the ωB97M-V functional and the def2-TZVPD basis

The geometry in XYZ format:
```
40
Properties=species:S:1:pos:R:3:nbo_charge:R:1
Tl -0.016 -0.252 -1.209 0.4850
C 0.435 4.577 -0.197 -0.6796
C 0.423 3.082 -0.044 0.1764
N -0.525 2.348 -0.485 -0.0962
O -1.547 3.033 -1.089 -0.5733
C 1.534 2.403 0.650 0.1339
C 2.556 3.204 1.408 -0.6748
N 1.570 1.125 0.576 -0.0941
O 2.502 0.454 1.197 -0.4973
H -0.253 4.866 -0.987 0.2483
H 1.437 4.931 -0.439 0.2143
H 0.106 5.061 0.725 0.2232
H -2.189 2.327 -1.290 0.5150
H 2.083 4.017 1.959 0.2156
H 3.303 3.638 0.739 0.2180
H 3.069 2.546 2.108 0.2414
S -2.845 0.036 -1.276 -0.5000
C -3.254 -1.645 -1.498 -0.1615
C -4.391 -1.957 -2.258 -0.2357
C -4.742 -3.264 -2.539 -0.2507
C -3.945 -4.303 -2.068 -0.2589
C -2.850 -4.019 -1.275 -0.2205
C -2.492 -2.702 -0.945 -0.1986
S -1.176 -2.459 0.185 -0.4351
H -4.995 -1.134 -2.620 0.2051
H -5.628 -3.472 -3.128 0.1899
H -4.180 -5.332 -2.318 0.1897
H -2.238 -4.818 -0.875 0.2038
Se 1.760 -1.525 1.203 0.6386
C 3.261 -2.489 1.869 -0.2651
C 4.465 -2.543 1.167 -0.1996
C 5.483 -3.377 1.597 -0.2173
C 5.307 -4.183 2.714 -0.2081
C 4.119 -4.111 3.429 -0.2064
C 3.104 -3.263 3.018 -0.2090
H 4.589 -1.920 0.291 0.2266
H 6.412 -3.422 1.042 0.2100
H 6.088 -4.867 3.022 0.2081
H 3.984 -4.726 4.311 0.2095
H 2.181 -3.196 3.580 0.2295
```

Calculated values
E = -4249.508340 hartree
Net charge = -1
Energy relative to the best compared isomer or geometry (same formula, charge and spin) = 184.1 kJ/mol
Gap between HOMO and LUMO = 4.462 eV

# 3
Formula: C33H36FFeN5SeSi
Source: OMol25
Level of theory: the ωB97M-V functional and the def2-TZVPD basis

The geometry in XYZ format:
```
78
Properties=species:S:1:pos:R:3:mulliken_charge:R:1
Fe -0.939 0.250 0.239 -0.2790
Se -3.389 -6.096 -3.139 0.2333
N -4.165 -4.535 -2.772 -0.8820
C -3.265 -3.784 -2.203 0.8084
C -3.516 -2.412 -1.759 0.5630
C -4.752 -1.781 -1.869 -0.9111
C -4.870 -0.476 -1.432 -0.8853
C -3.757 0.167 -0.903 -0.3649
N -2.575 -0.434 -0.785 0.3741
C -2.460 -1.704 -1.200 0.1988
C -1.151 -2.319 -0.980 -0.8744
N -0.255 -1.555 -0.333 2.0537
C 0.942 -2.076 -0.064 -0.6974
C 1.295 -3.367 -0.446 -1.0164
C 0.376 -4.153 -1.110 -0.8766
C -0.884 -3.623 -1.377 0.6612
C -1.956 -4.378 -2.027 0.7430
N -1.818 -5.600 -2.459 -0.8547
H -5.589 -2.321 -2.289 0.5455
H -5.811 0.051 -1.492 0.4456
H -3.805 1.194 -0.570 0.5357
H 1.635 -1.447 0.475 0.1736
H 2.283 -3.736 -0.212 0.5097
H 0.601 -5.167 -1.411 0.5283
C 1.456 1.706 -3.505 -1.6138
C 1.208 0.488 -2.610 1.1517
C 1.189 -0.794 -3.443 -1.7443
C 2.217 0.445 -1.479 1.2238
C 3.473 -0.117 -1.683 -0.5499
C 4.406 -0.180 -0.660 -1.7014
C 4.087 0.332 0.587 -0.6203
C 2.844 0.908 0.832 1.1738
C 2.526 1.460 2.208 0.9835
C 2.502 0.343 3.252 -1.5014
C 3.507 2.561 2.612 -1.6782
C 1.899 0.953 -0.205 -1.6981
N 0.590 1.424 0.052 1.7916
C 0.392 2.777 0.079 0.5099
C 1.362 3.780 -0.073 -0.3865
C 1.016 5.124 -0.014 -1.0712
C -0.293 5.529 0.204 -0.6101
C -1.280 4.557 0.364 -0.8813
C -0.904 3.246 0.295 -0.2286
F -1.864 2.252 0.438 -0.0051
H 0.717 1.753 -4.308 0.4300
H 2.448 1.647 -3.959 0.3324
H 1.399 2.633 -2.934 0.3489
H 0.222 0.604 -2.156 -0.4762
H 2.101 -0.911 -4.032 0.4222
H 0.353 -0.770 -4.144 0.3929
H 1.082 -1.682 -2.814 0.3400
H 3.727 -0.518 -2.657 0.3373
H 5.379 -0.621 -0.836 0.4027
H 4.819 0.286 1.386 0.3652
H 1.527 1.896 2.163 -0.0067
H 3.486 -0.122 3.352 0.3544
H 1.787 -0.434 2.977 0.2446
H 2.213 0.732 4.231 0.4337
H 4.525 2.176 2.697 0.3269
H 3.228 2.982 3.580 0.4511
H 3.511 3.371 1.881 0.3316
H 2.391 3.484 -0.241 0.7068
H 1.792 5.870 -0.138 0.4211
H -0.550 6.577 0.251 0.4041
H -2.317 4.813 0.538 0.4809
C -3.605 -0.940 2.272 -1.2648
Si -1.734 -0.601 2.228 0.5143
C -0.970 -2.256 2.758 -1.2559
C -1.438 0.651 3.615 -1.1323
H -3.917 -1.302 3.257 0.4040
H -3.895 -1.699 1.538 0.2721
H -4.178 -0.033 2.058 0.2658
H -1.157 -2.455 3.818 0.5022
H 0.109 -2.301 2.599 0.2497
H -1.419 -3.075 2.187 0.2715
H -1.765 0.265 4.586 0.4157
H -1.998 1.568 3.414 0.2918
H -0.382 0.921 3.700 0.1460
```

Calculated values
E = -5607.419303 hartree
Gap between HOMO and LUMO (alpha / beta) = 5.645 / 6.029 eV

Question: Look up the E of the first one.
Answer: -2113.541115 hartree

Question: Among the records above, which one has the highest E?
Answer: C40H70N10

Question: The lowest E belongs to which entry?
Answer: C33H36FFeN5SeSi

Question: E of number 2 (C16H16N2O2S2SeTl)?
Answer: -4249.508340 hartree